Entry 1:
ORCA calculation (the ωB97M-V functional and the def2-TZVPD basis) on the ion C3H8NO with charge +1.

Each line ends with the Löwdin charge.
Element x y z (Å)
N: -1.78145 -1.16496 0.44091  0.1673
C: -0.76984 -0.00239 -0.09275  -0.0762
C: 0.57148 -0.24315 0.59284  -0.1414
C: 1.52062 0.71093 -0.06757  -0.2285
O: 1.18538 1.23739 -1.09532  0.0982
H: -2.46300 -0.74623 1.13824  0.1874
H: -1.24553 -1.91643 0.84460  0.1370
H: -2.47970 -1.50925 -0.22545  0.1630
H: -0.69266 -0.39160 -1.12211  0.1393
H: -1.43614 0.83400 0.06692  0.1344
H: 0.74172 -1.30796 0.24607  0.1480
H: 0.54094 -0.40999 1.66734  0.1265
H: 2.43443 0.80873 0.56214  0.1451

Values from the calculation:
Energy in a.u.: -248.79542
LUMO in eV: -4.05
Spin multiplicity: 1
Net charge: +1
ΔE to the lowest compared entry with this formula, charge and spin in kJ/mol: 106.3
HOMO level in eV: -14.4
Molecular weight in g/mol: 74.1
Gap between HOMO and LUMO in eV: 10.3

---

Entry 2:
ORCA calculation (the ωB97M-V functional and the def2-TZVPD basis) on a cluster of 2 separate species, C3H8NO in total.

Each line ends with the Löwdin charge.
Element x y z (Å)
C: 1.20046 0.19556 0.77590  -0.1710
C: 0.52387 0.17020 1.92946  0.0572
C: 0.62948 0.94450 -1.47821  0.2017
N: 0.54032 0.09209 -0.49967  0.0276
H: 2.33770 0.25146 0.82599  0.1515
H: -0.63134 0.01156 2.02411  0.1046
H: 0.98108 0.58743 2.92918  0.1256
H: 0.15528 0.79305 -2.39223  0.0982
H: 1.38830 1.79402 -1.32496  0.1586
H: -0.36996 -0.50658 -0.42584  0.1462
H: -2.78282 -1.60333 -0.94357  0.0499
H: -2.44031 -0.93545 0.26655  0.0655
O: -2.06788 -1.11230 -0.60306  -0.0155

Values from the calculation:
Energy in a.u.: -248.77350
LUMO in eV: -5.36
Spin multiplicity: 1
Net charge: +1
ΔE to the lowest compared entry with this formula, charge and spin in kJ/mol: 163.8
HOMO level in eV: -15.0
Molecular weight in g/mol: 74.1
Gap between HOMO and LUMO in eV: 9.6

---

Entry 3:
ORCA calculation (the ωB97M-V functional and the def2-TZVPD basis) on the ion C3H8NO2 with charge -1.

Each line ends with the Löwdin charge.
Element x y z (Å)
O: -2.43902 1.34652 -0.35453  -0.3391
C: -1.21634 1.10001 -0.76781  -0.5883
N: -0.65149 -0.22317 -0.18864  -0.0775
C: 0.66055 -0.60032 -0.59720  -0.3151
C: 1.49967 -1.25641 0.48584  -0.2541
O: 1.87327 -0.28667 1.49945  -0.1175
H: -1.21944 0.88031 -1.88173  0.0747
H: -0.50274 1.89730 -0.49166  0.0717
H: -1.36087 -0.91159 -0.38786  0.0829
H: 1.20129 0.26458 -0.99879  0.1091
H: 0.67448 -1.29322 -1.46983  0.1016
H: 2.43296 -1.63994 0.08372  0.0956
H: 0.93196 -1.97650 1.07134  0.1005
H: 1.22594 0.41450 1.43645  0.0555

Values from the calculation:
Energy in a.u.: -324.30998
LUMO in eV: 3.96
Spin multiplicity: 1
Net charge: -1
ΔE to the lowest compared entry with this formula, charge and spin in kJ/mol: 276.7
HOMO level in eV: -2.4
Molecular weight in g/mol: 90.1
Gap between HOMO and LUMO in eV: 6.4

---

Entry 4:
ORCA calculation (the ωB97M-V functional and the def2-TZVPD basis) on a cluster of 2 separate species, C3H8NO2 in total.

Each line ends with the Löwdin charge.
Element x y z (Å)
O: -1.61074 -0.29746 0.81300  0.0862
C: -0.49841 -0.67915 1.11530  -0.0065
C: 0.43228 -0.49673 -0.10114  -0.3454
C: 0.39290 0.95109 -0.56121  -0.1774
O: 1.40363 1.79006 0.14755  -0.0194
N: -0.11301 -1.40469 -1.07866  0.0761
H: -0.23394 -0.88859 2.11687  0.1632
H: 1.51579 -0.70923 0.16369  0.1818
H: -0.64833 1.31997 -0.45573  0.1182
H: 0.48308 0.90255 -1.64495  0.1306
H: 0.99832 2.63661 -0.01113  0.0816
H: -2.19380 -0.30965 -0.56870  0.4938
H: 0.53332 -1.67233 -1.80148  0.1113
H: -0.46071 -2.31624 -0.80545  0.1059

Values from the calculation:
Energy in a.u.: -323.90500
LUMO in eV: -6.85
Spin multiplicity: 1
Net charge: +1
ΔE to the lowest compared entry with this formula, charge and spin in kJ/mol: 583.6
HOMO level in eV: -15.0
Molecular weight in g/mol: 90.1
Gap between HOMO and LUMO in eV: 8.2

---

Entry 5:
ORCA calculation (the ωB97M-V functional and the def2-TZVPD basis) on a cluster of 2 separate species, C3H8NO2 in total.

Each line ends with the Löwdin charge.
Element x y z (Å)
C: -2.35587 0.23025 -0.53126  0.0800
C: 0.33389 0.23576 0.66884  0.0124
C: 1.59072 -0.11031 0.09547  -0.4756
N: 2.51624 0.69523 -0.43075  0.1796
O: -2.93694 -0.76084 -0.02201  0.1439
O: 1.93938 -1.38345 -0.07781  0.1312
H: -2.58209 1.31601 -0.08677  0.1783
H: -1.97685 -0.05812 -1.56311  0.1474
H: -0.26734 -0.68274 0.88805  0.0424
H: 0.18749 1.04916 1.34703  0.0406
H: 3.29228 0.26416 -0.97276  0.1560
H: -3.54317 -0.59009 0.67490  0.1404
H: 2.33575 1.70187 -0.49448  0.1406
H: 1.46652 -1.90689 0.50467  0.0828

Values from the calculation:
Energy in a.u.: -323.97676
LUMO (alpha / beta) in eV: -5.71 / -5.70
Spin multiplicity: 1
Net charge: +1
ΔE to the lowest compared entry with this formula, charge and spin in kJ/mol: 395.2
HOMO level (alpha / beta) in eV: -12.1 / -12.1
Molecular weight in g/mol: 90.1
Gap between HOMO and LUMO (alpha / beta) in eV: 6.4 / 6.4

---

Entry 6:
ORCA calculation (the ωB97M-V functional and the def2-TZVPD basis) on a cluster of 2 separate species, C3H8NO2 in total.

Each line ends with the Löwdin charge.
Element x y z (Å)
O: -0.50910 -0.57095 -0.00755  0.1727
C: 0.14119 -0.63816 -1.03115  -0.1495
C: 1.38875 0.05642 -1.19996  0.2543
C: 1.95372 0.89608 -0.13671  -0.1866
O: 1.76065 2.27494 -0.45686  0.0720
N: -3.03626 -0.97031 1.73920  0.0956
H: -0.25292 -1.22564 -1.86546  0.1508
H: 1.89127 -0.02453 -2.16227  0.1632
H: 1.48920 0.65294 0.82050  0.1406
H: 3.03759 0.76724 -0.06158  0.1684
H: 0.94849 2.41203 -0.93464  0.1068
H: -2.15417 -0.98783 1.29139  -0.0494
H: -2.95135 -1.06751 2.72583  0.0229
H: -3.70705 -1.57471 1.27927  0.0382

Values from the calculation:
Energy in a.u.: -323.90200
LUMO in eV: -9.56
Spin multiplicity: 1
Net charge: +1
ΔE to the lowest compared entry with this formula, charge and spin in kJ/mol: 591.5
HOMO level in eV: -12.9
Molecular weight in g/mol: 90.1
Gap between HOMO and LUMO in eV: 3.3

---

Entry 7:
ORCA calculation (the ωB97M-V functional and the def2-TZVPD basis) on the ion C3H8NO2 with charge +1.

Each line ends with the Löwdin charge.
Element x y z (Å)
O: -1.39691 -1.16232 0.02646  0.1471
C: -0.75595 -0.00448 -0.10313  -0.5561
O: -1.44022 1.13295 -0.01127  0.1461
C: 0.34100 -0.00494 -1.18272  -0.0147
C: 1.44807 -0.01548 -0.12857  -0.0798
N: 0.48486 0.03862 1.01304  0.1534
H: -2.20398 -1.14023 0.56451  0.1529
H: -2.26723 1.09031 0.49295  0.1522
H: 0.29434 0.89119 -1.79529  0.1366
H: 0.28628 -0.88832 -1.81265  0.1367
H: 2.04101 -0.92767 -0.11201  0.1374
H: 2.10780 0.84937 -0.15073  0.1365
H: 0.53246 -0.76432 1.64496  0.1759
H: 0.52848 0.90532 1.55446  0.1759

Values from the calculation:
Energy in a.u.: -324.07896
LUMO in eV: -3.51
Spin multiplicity: 1
Net charge: +1
ΔE to the lowest compared entry with this formula, charge and spin in kJ/mol: 126.8
HOMO level in eV: -16.4
Molecular weight in g/mol: 90.1
Gap between HOMO and LUMO in eV: 12.9

---

Entry 8:
ORCA calculation (the ωB97M-V functional and the def2-TZVPD basis) on a cluster of 2 separate species, C3H8NO2 in total.

Each line ends with the Löwdin charge.
Element x y z (Å)
C: -1.70723 0.10870 -0.26765  -0.0417
C: 0.94945 0.12177 -0.01341  -0.5001
C: 0.76977 -1.22034 0.39595  0.0047
N: 1.24224 0.45535 -1.26584  0.2657
O: -2.33413 0.46125 0.81678  -0.0422
O: 0.80350 1.03657 0.85593  0.1958
H: -2.05373 0.74398 -1.16223  0.1102
H: 0.18404 -1.81555 -0.32901  0.1246
H: 0.31545 -1.16550 1.34872  0.0872
H: 1.76935 -1.78498 0.68419  0.1807
H: 1.35337 -0.30524 -1.93173  0.1567
H: 1.21277 1.39082 -1.62927  0.1515
H: -2.91120 1.26373 0.82293  0.1495
H: 0.40634 0.70942 1.67463  0.1575

Values from the calculation:
Energy in a.u.: -323.91871
LUMO (alpha / beta) in eV: -3.88 / -5.26
Spin multiplicity: 3
<S²>: 2.004
Net charge: +1
ΔE to the lowest compared entry with this formula, charge and spin in kJ/mol: 41.6
HOMO level (alpha / beta) in eV: -11.4 / -16.8
Molecular weight in g/mol: 90.1
Gap between HOMO and LUMO (alpha / beta) in eV: 7.5 / 11.5